Density functional theory data (ωB97M-V/def2-TZVPD) for a structure of composition C4H7CsO3 in a non-equilibrium geometry.

The geometry in XYZ format:
```
15
Properties=species:S:1:pos:R:3:forces:R:3
H 3.427392 0.242024 -0.845205 0.7952 0.7890 0.4805
C 1.880611 0.290006 0.759315 -0.1435 0.0008 -4.5309
H 3.040709 1.096603 0.537627 -2.2042 0.4102 0.9170
H 1.677850 -0.699842 1.177167 0.9401 0.4444 1.3774
C 2.399704 0.474086 -0.568123 2.8145 -5.3222 -0.4808
H 1.845930 -0.048424 -1.361796 -0.8730 1.9587 -0.3032
O 0.790876 0.972387 0.250655 -0.7971 1.7610 2.3562
C -0.522422 0.434462 0.282910 -1.2305 1.9874 1.4433
O -1.405396 1.211003 0.486175 0.2985 -0.5735 -0.7413
Cs -5.313476 3.498845 1.001572 -0.0769 0.0800 0.0234
O -0.502097 -0.830483 0.175951 1.0788 -1.3353 -0.7006
C -1.643827 -1.531903 -0.377583 -0.6569 -0.2747 0.1083
H -2.413984 -1.612993 0.396092 0.1559 -0.0055 -0.2756
H -2.001506 -0.982916 -1.254100 0.0396 -0.1316 0.2338
H -1.260359 -2.512854 -0.660664 -0.1407 0.2112 0.0923
```
Positions in Å, forces in eV/Å.

Properties
2S+1 = 1
HOMO (spin up / spin down) = -0.6737 / -0.6737 hartree
charge = +2
LUMO (spin up / spin down) = -9.45 / -9.45 eV
calculated total energy = -401.6589 hartree